{
  "formula": "C4H8O2",
  "method": "wB97M-V/def2-TZVPD",
  "total_charge": 0,
  "e_homo_ha": -0.3620,
  "smiles": "O=CCCCO",
  "e_above_lowest_ev": 3.129,
  "homo_lumo_gap_ev": 10.74,
  "elements": ["O", "C", "C", "C", "C", "O", "H", "H", "H", "H", "H", "H", "H", "H"],
  "coordinates": [[-1.4420, 0.4295, -1.4159], [-1.7566, 0.6804, -0.2704], [-0.9557, 0.1119, 0.8410], [0.1530, -0.8970, -0.1375], [1.4478, -0.2185, -0.5042], [1.9557, 0.4211, 0.6487], [-2.5430, 1.4349, -0.1086], [-1.3323, -0.6945, 1.4671], [-0.9182, 0.9520, 1.6292], [0.3056, -1.7028, 0.5649], [-0.2303, -1.3878, -1.0769], [2.1852, -0.9694, -0.8294], [1.3200, 0.4772, -1.3510], [1.8108, 1.3628, 0.5431]],
  "forces_ev_per_angstrom": [[-1.03, 0.83, -0.05], [-0.10, -0.18, -0.97], [0.62, -1.17, -1.22], [-0.20, 0.52, 1.33], [-0.12, -0.16, -0.01], [0.59, 0.44, 0.03], [-0.13, -0.08, 0.34], [-1.03, 0.03, -0.33], [1.54, -1.01, -1.27], [0.59, -0.22, 0.24], [-0.49, 0.94, 1.29], [-0.20, 0.10, 0.09], [-0.08, -0.13, 0.36], [0.06, 0.08, 0.15]]
}